[1]
{
  "formula": "C39H35ClN2Si2Sr",
  "method": "ωB97M-V with the def2-TZVPD basis set",
  "symbols": ["C", "C", "C", "H", "C", "C", "H", "H", "H", "H", "Sr", "Si", "C", "C", "H", "C", "H", "C", "H", "C", "H", "C", "H", "C", "C", "H", "C", "H", "C", "H", "C", "H", "C", "H", "H", "Si", "C", "C", "H", "C", "H", "C", "H", "C", "H", "C", "H", "C", "C", "H", "C", "H", "C", "H", "C", "H", "C", "H", "H", "Cl", "C", "C", "C", "C", "N", "C", "C", "C", "C", "C", "C", "N", "H", "H", "H", "H", "H", "H", "H", "H"],
  "positions_angstrom": [[-2.840, -1.415, 3.762], [-3.614, -0.909, 2.676], [-3.471, -1.826, 1.575], [-4.225, 0.003, 2.694], [-2.601, -2.882, 1.993], [-2.237, -2.631, 3.347], [-1.645, -3.289, 3.971], [-2.751, -0.955, 4.749], [-3.961, -1.738, 0.601], [-2.298, -3.745, 1.405], [-0.864, -0.256, 1.076], [-0.687, -0.615, -1.754], [-0.638, 0.794, -3.010], [0.305, 0.764, -4.051], [1.057, -0.033, -4.079], [0.259, 1.719, -5.079], [1.042, 1.719, -5.843], [-0.793, 2.641, -5.129], [-0.840, 3.372, -5.939], [-1.777, 2.619, -4.132], [-2.616, 3.314, -4.176], [-1.696, 1.703, -3.078], [-2.485, 1.652, -2.323], [-0.708, -2.075, -2.952], [-1.552, -1.992, -4.086], [-2.406, -1.306, -4.116], [-1.225, -2.695, -5.254], [-1.830, -2.561, -6.156], [-0.099, -3.529, -5.286], [0.211, -4.013, -6.215], [0.637, -3.740, -4.119], [1.498, -4.416, -4.112], [0.292, -3.065, -2.947], [0.882, -3.266, -2.054], [-1.934, -0.517, -0.956], [3.045, 1.109, -1.874], [2.447, -0.602, -1.539], [1.091, -0.805, -0.870], [0.998, 0.124, -0.249], [0.935, -2.089, -0.156], [-0.086, -2.455, 0.080], [2.017, -2.934, 0.073], [1.910, -3.774, 0.780], [3.219, -2.749, -0.628], [4.024, -3.483, -0.514], [3.408, -1.629, -1.447], [4.366, -1.501, -1.966], [1.923, 2.560, -1.630], [1.233, 2.846, -0.440], [1.500, 2.262, 0.450], [0.222, 3.808, -0.389], [-0.427, 3.869, 0.489], [0.038, 4.671, -1.475], [-0.715, 5.453, -1.449], [0.822, 4.509, -2.631], [0.655, 5.145, -3.508], [1.782, 3.493, -2.687], [2.422, 3.366, -3.568], [4.245, 1.340, -1.189], [1.532, 0.691, 1.962], [-1.879, 3.294, 4.014], [-1.041, 3.246, 5.131], [-0.245, 2.121, 5.336], [-0.338, 1.039, 4.452], [-1.134, 1.108, 3.357], [-1.873, 2.203, 3.125], [0.445, -0.204, 4.685], [1.548, -0.229, 5.567], [2.271, -1.411, 5.739], [1.941, -2.520, 4.953], [0.862, -2.398, 4.059], [0.121, -1.298, 3.973], [-2.546, 4.136, 3.816], [-1.023, 4.053, 5.856], [0.407, 2.033, 6.189], [-2.483, 2.205, 2.208], [1.819, 0.693, 6.080], [3.073, -1.446, 6.464], [2.478, -3.460, 4.992], [0.601, -3.222, 3.374]],
  "homo_lumo_gap_ev": [5.70, 5.49],
  "homo_energy_ha": [-0.2366, -0.2366],
  "charge": 0,
  "lumo_energy_ha": [-0.027, -0.035],
  "spin_multiplicity": 1,
  "mol_weight_g_mol": 710.968,
  "largest_force_ev_per_a": 4.63,
  "e_above_lowest_ev": 2.441
}

[2]
{
  "formula": "C6H9N",
  "method": "ωB97M-V with the def2-TZVPD basis set",
  "symbols": ["C", "C", "C", "C", "C", "C", "N", "H", "H", "H", "H", "H", "H", "H", "H", "H"],
  "positions_angstrom": [[1.741, 0.830, 0.072], [1.056, -0.421, 0.363], [-0.394, -0.364, 0.856], [-1.008, -1.297, -0.178], [-0.454, 0.143, -1.140], [-1.006, 0.823, 0.107], [1.026, 0.020, -1.022], [2.836, 0.813, 0.147], [1.327, 1.785, 0.375], [1.630, -1.335, 0.469], [-0.456, -0.466, 1.939], [-0.664, -2.352, -0.044], [-2.096, -1.327, -0.275], [-0.784, 0.523, -2.129], [-0.699, 1.837, 0.356], [-2.101, 0.779, 0.099]],
  "homo_lumo_gap_ev": 10.11,
  "homo_energy_ha": -0.3296,
  "charge": 0,
  "lumo_energy_ha": 0.042,
  "spin_multiplicity": 1,
  "smiles": "C1[C@H]2[C@H]3C[C@H](C3)N12",
  "mol_weight_g_mol": 95.145,
  "largest_force_ev_per_a": 1.47,
  "e_above_lowest_ev": 3.937
}

Short version: total energy = -2686.42965 -288.63735 hartree, in the order given.